{
  "formula": "C6H4O",
  "method": "ωB97M-V/def2-TZVPD",
  "smiles": "C#CC#C[C@H]1CO1",
  "relative_energy_ev": 5.044,
  "charge": 0,
  "homo_lumo_gap_ev": 8.9,
  "symbols": ["C", "C", "C", "C", "C", "C", "O", "H", "H", "H", "H"],
  "positions_angstrom": [[-1.27929, 2.54256, -2.05387], [-0.76550, 1.74693, -1.32039], [-0.05687, 1.01786, -0.46475], [0.58726, 0.52779, 0.45043], [0.12476, -0.84727, 0.60199], [0.99270, -1.94687, 0.91580], [0.09749, -1.38342, 1.88639], [-1.72779, 3.23478, -2.69099], [-0.69427, -1.10284, -0.06876], [2.05251, -1.80721, 1.05743], [0.69410, -2.88211, 0.45609]],
  "atomic_forces_ev_per_a": [[0.0, -0.3, 0.1], [-0.5, 0.9, -1.0], [1.2, 1.9, 0.4], [-0.5, -0.6, -0.5], [0.0, -0.5, 0.1], [0.3, -0.6, 0.0], [0.1, -1.0, 0.3], [-0.4, 0.6, -0.6], [-0.3, -0.2, 0.6], [0.1, 0.2, 0.3], [0.0, -0.3, 0.4]]
}